Record 1
Here is a structure of composition C30H32BrN2O3PdSi from OMol25. Energies are from the ωB97M-V functional and the def2-TZVPD basis.

The HOMO-LUMO gap (spin up / spin down) comes out at 0.134 / 0.135 hartree. The value obtained for the energy above the lowest of the compared OMol25 structures with the same formula, charge and spin is 8.900 eV. As for the net charge: -1.

Each line ends with the Mulliken charge.
Geometry (Å):
Pd1 0.98689 2.53520 -2.10587  -0.346
C1 -3.82303 2.21305 -1.75505  -1.183
Si1 -2.06725 2.53816 -2.36224  0.101
C2 -1.76043 4.36656 -2.09858  -1.044
C3 -1.94861 2.09263 -4.16848  -0.939
N1 -0.89538 1.57367 -1.52862  0.130
C4 -0.79474 1.32544 -0.26732  -0.135
C5 -1.62888 1.18898 0.79841  -0.303
C6 -1.40989 0.86563 2.18491  -0.509
C7 -0.28578 0.65219 2.88573  -0.877
C8 1.07360 0.66986 2.28205  0.748
C9 1.28961 1.77896 1.30690  -1.368
O1 2.58247 2.11953 0.90381  -0.060
C10 3.81409 1.49869 0.96023  0.760
C11 4.85112 2.37893 0.64016  -0.474
C12 6.16351 1.95273 0.63280  -0.466
C13 6.47757 0.63517 0.94886  -0.474
C14 5.45059 -0.23622 1.25944  -1.045
C15 4.12000 0.17734 1.26463  -0.138
H1 -4.55482 2.49618 -2.51635  0.357
H2 -4.03743 2.79022 -0.85242  0.308
H3 -3.98459 1.15449 -1.52407  0.258
H4 -2.35676 4.95017 -2.80673  0.342
H5 -0.71454 4.64910 -2.23722  0.324
H6 -2.05662 4.65638 -1.08756  0.294
H7 -2.61119 2.71250 -4.77720  0.331
H8 -2.21862 1.04474 -4.32127  0.270
H9 -0.92434 2.23367 -4.52244  0.265
H10 -2.65776 1.39636 0.52472  0.288
H11 -2.33573 0.78541 2.74594  0.429
H12 -0.36603 0.39732 3.93437  0.364
H13 1.87642 0.60650 3.01639  0.776
H14 4.58319 3.39382 0.37771  0.440
H15 6.94679 2.65286 0.36892  0.365
H16 7.50546 0.29578 0.93992  0.372
H17 5.67117 -1.27088 1.49495  0.364
H18 3.35623 -0.54207 1.49276  0.549
C16 -4.19145 -1.51779 1.63889  -1.997
C17 -2.85417 -2.07320 2.05659  0.998
C18 -2.58493 -2.19903 3.41079  -0.679
C19 -1.35568 -2.68109 3.83260  -1.017
C20 -0.39811 -3.00276 2.89920  -0.669
C21 -0.64088 -2.87504 1.52529  0.146
N2 0.43160 -3.28040 0.69667  -0.088
C22 0.73928 -2.73720 -0.59051  -0.287
C23 0.85901 -3.61370 -1.65133  -0.221
C24 1.11101 -3.16316 -2.94193  -0.483
C25 1.23674 -1.79796 -3.17611  -1.054
C26 1.13764 -0.89984 -2.13583  -0.480
C27 0.92370 -1.34494 -0.81260  0.191
C28 0.86156 -0.42192 0.25659  0.853
O2 1.14292 -0.67787 1.51490  -0.522
O3 0.69775 0.95434 0.03903  0.825
C29 -1.90324 -2.43600 1.08665  1.345
C30 -2.29545 -2.35000 -0.36750  -1.381
H19 -4.76377 -1.21176 2.51466  0.368
H20 -4.78723 -2.25068 1.08898  0.424
H21 -4.07262 -0.64560 0.98996  0.268
H22 -3.33923 -1.90996 4.13317  0.317
H23 -1.13378 -2.77610 4.88869  0.385
H24 0.58027 -3.34365 3.22241  0.358
H25 1.26609 -3.38668 1.25515  0.382
H26 0.71154 -4.66754 -1.44853  0.479
H27 1.19378 -3.86959 -3.75812  0.395
H28 1.42377 -1.42482 -4.17541  0.510
H29 1.25803 0.15825 -2.33064  0.285
H30 -1.87223 -3.16126 -0.95340  0.347
H31 -1.97526 -1.41195 -0.82532  0.054
H32 -3.37811 -2.40547 -0.47426  0.551
Br1 2.65514 3.69530 -3.44090  -0.676

Cartesian forces (eV/Å) of the 6 atoms listed first:
Pd -0.3 0.1 -0.5
C -0.1 -0.2 0.0
Si 0.2 0.4 -0.3
C 0.0 0.1 0.0
C 0.0 -0.1 -0.1
N 0.5 -0.2 1.7



Record 2
Here is a structure of composition C41H37BrCuN3O2Te from OMol25. Energies are from the ωB97M-V functional and the def2-TZVPD basis.

The HOMO-LUMO gap comes out at 0.232 hartree.

Each line ends with the Mulliken charge.
Geometry (Å):
Cu1 0.64300 1.74401 -1.33700  -0.284
Br1 -5.79481 1.62843 -5.13358  -0.239
C1 -4.28810 1.94632 -4.02078  -0.358
C2 -4.38039 2.88484 -2.97139  -0.425
C3 -3.30211 3.13310 -2.17336  -0.871
C4 -2.04438 2.45268 -2.32814  0.210
O1 -1.07677 2.76651 -1.57042  -0.299
C5 -1.99938 1.47373 -3.38761  0.321
C6 -0.84444 0.68467 -3.70894  -0.498
N1 0.13424 0.41812 -2.91805  0.800
C7 1.20208 -0.36939 -3.36388  -0.670
C8 1.06886 -1.50415 -4.11635  0.265
C9 2.19946 -2.27557 -4.47954  -1.095
C10 3.45015 -1.91241 -4.07936  -0.923
C11 3.62563 -0.74967 -3.28357  1.201
C12 4.89164 -0.31321 -2.82482  -0.693
C13 4.98071 0.80628 -2.05795  -0.990
C14 3.79543 1.50169 -1.73170  0.000
N2 2.60727 1.13685 -2.13634  -0.075
C15 2.50499 0.01711 -2.91539  0.383
C16 -3.12167 1.28231 -4.23293  -0.560
H1 -5.31138 3.41452 -2.81022  0.422
H2 -3.35513 3.86392 -1.37461  0.458
H3 -0.82746 0.26414 -4.72297  0.383
H4 0.07841 -1.82175 -4.42258  0.514
H5 2.05972 -3.16960 -5.07499  0.411
H6 4.31782 -2.50361 -4.34958  0.410
H7 5.77718 -0.87796 -3.09503  0.424
H8 5.93225 1.16520 -1.68818  0.438
H9 3.84306 2.38802 -1.10767  0.350
H10 -3.04893 0.56929 -5.04846  0.418
C17 2.72416 -4.52702 5.04848  -1.635
C18 2.28213 -3.61041 3.93588  0.540
C19 1.45777 -4.06236 2.91150  -0.974
C20 1.00564 -3.21789 1.90250  0.402
C21 0.15297 -3.82052 0.80418  -1.392
C22 1.38986 -1.86469 1.94488  0.355
Te1 0.54935 -0.63757 0.38301  0.699
N3 0.80370 1.26015 0.61547  0.609
C23 0.64330 2.12957 1.66155  0.358
O2 0.54038 1.86879 2.85166  -0.692
C24 0.59904 3.57571 1.23466  -0.153
C25 1.48448 4.11000 0.30803  0.219
C26 1.40740 5.44841 -0.04905  -0.609
C27 0.42922 6.25795 0.51084  -0.471
C28 -0.45252 5.72870 1.44667  -0.618
C29 -0.35806 4.39513 1.81754  -0.592
C30 -1.49525 -0.98358 0.90153  0.257
C31 -2.34532 -1.38813 -0.13805  1.224
C32 -1.90922 -1.81520 -1.52159  -1.775
C33 -3.71173 -1.47480 0.11511  -1.027
C34 -4.24465 -1.19952 1.36004  0.763
C35 -5.72736 -1.27747 1.61203  -1.582
C36 -3.36639 -0.88107 2.39120  -0.903
C37 -1.99509 -0.78002 2.20402  0.969
C38 -1.15037 -0.56294 3.43147  -1.094
C39 2.29016 -1.40442 2.90946  1.265
C40 2.88021 -0.01381 2.92027  -1.874
C41 2.70422 -2.29125 3.89825  -0.601
H11 2.52030 -5.57093 4.80855  0.352
H12 2.19741 -4.28904 5.97599  0.305
H13 3.79273 -4.42289 5.24518  0.383
H14 1.15957 -5.10681 2.88998  0.308
H15 0.12908 -4.90455 0.90128  0.459
H16 0.55028 -3.59584 -0.18937  0.150
H17 -0.87860 -3.46939 0.84416  0.273
H18 2.24536 3.47654 -0.13218  0.298
H19 2.10274 5.85594 -0.77323  0.414
H20 0.35792 7.30009 0.22299  0.397
H21 -1.21596 6.35697 1.88909  0.392
H22 -1.03169 3.97395 2.55412  0.434
H23 -0.83938 -1.76176 -1.69283  -0.098
H24 -2.39686 -1.19784 -2.27564  0.450
H25 -2.21694 -2.84934 -1.68969  0.506
H26 -4.37034 -1.76609 -0.69893  0.355
H27 -6.28155 -1.40787 0.68330  0.364
H28 -6.08611 -0.36905 2.09856  0.371
H29 -5.96564 -2.11580 2.26980  0.328
H30 -3.76028 -0.70654 3.38961  0.434
H31 -1.73072 -0.04572 4.19471  0.475
H32 -0.25977 0.03208 3.25949  -0.136
H33 -0.84428 -1.53088 3.83907  0.268
H34 2.80818 0.48117 1.95512  0.077
H35 3.93511 -0.07292 3.19344  0.582
H36 2.37542 0.63141 3.63703  0.309
H37 3.39898 -1.93112 4.65421  0.454

Cartesian forces (eV/Å) of the 6 atoms listed first:
Cu -0.1 0.1 -0.4
Br 0.0 0.0 0.0
C -0.1 0.1 0.1
C 0.0 0.0 0.0
C 0.0 0.0 0.0
C 0.0 0.0 0.0



Record 3
Here is a structure of composition C5H14N3SV from OMol25. Energies are from the ωB97M-V functional and the def2-TZVPD basis.

The HOMO-LUMO gap (spin up / spin down) comes out at 0.102 / 0.231 hartree. Its spin multiplicity is 4. As for the net charge: -1. Its expectation value of S² is 3.77.

Each line ends with the Mulliken charge.
Geometry (Å):
C1 0.41428 1.18902 -2.47408  -0.985
V1 0.03465 0.42564 -0.64759  -0.738
N1 -0.50651 -1.06025 0.96789  -0.572
H1 1.01596 -0.48552 -1.24283  0.005
H2 0.32840 -1.32214 1.50878  0.206
H3 -0.99196 -0.60762 -0.86971  -0.074
H4 0.71832 0.33494 -3.05561  0.241
H5 1.16329 1.90445 -2.03130  0.208
H6 -0.60680 1.45716 -2.57546  0.232
H7 -1.25724 -0.64226 1.52524  0.365
H8 -0.87311 -1.86064 0.45014  0.315
C2 2.33236 0.34303 3.71384  -1.399
N2 1.23946 1.28816 3.50745  0.746
C3 0.30636 1.62646 4.46255  -0.922
C4 -0.57708 2.46705 3.88750  -1.569
N3 -0.18201 2.63006 2.58088  0.734
C5 0.91560 1.86590 2.31543  -0.810
S1 1.63781 1.52225 0.81083  -0.151
H9 1.93833 -0.64797 3.98616  0.408
H10 2.92716 0.26453 2.79905  0.310
H11 2.97185 0.69096 4.53732  0.410
H12 0.35767 1.22728 5.47325  0.614
H13 -1.45825 2.96431 4.29895  1.071
H14 -0.65432 3.18891 1.87002  0.355

Cartesian forces (eV/Å) of the 6 atoms listed first:
C 0.8 0.3 0.6
V 0.2 2.5 1.8
N 0.4 -0.2 0.9
H 2.1 -2.3 -0.3
H -0.7 0.1 0.1
H -2.7 -1.7 -2.1



Record 4
Here is a structure of composition C27H23BN7O5PbSe from OMol25. Energies are from the ωB97M-V functional and the def2-TZVPD basis.

The HOMO-LUMO gap comes out at 0.233 hartree. As for the net charge: +1.

Each line ends with the Mulliken charge.
Geometry (Å):
Pb1 0.34606 0.08774 -0.08803  3.043
N1 0.46226 -0.77172 1.86540  -0.769
C1 1.56673 -1.31968 2.60196  -0.717
C2 2.32539 -2.26975 1.69720  -0.598
C3 2.94439 -1.50895 0.52142  0.399
O1 4.19490 -1.67782 0.39295  -0.699
O2 2.14744 -0.84349 -0.20051  -0.608
H1 -0.24246 0.13418 2.49256  0.416
H2 -0.50629 -1.41286 1.88658  0.328
H3 1.20323 -1.84497 3.49065  0.431
H4 2.22147 -0.50843 2.93761  0.303
H5 1.67140 -3.05738 1.30382  0.244
H6 3.11478 -2.76590 2.27445  0.366
Se1 5.08766 5.24906 -3.08173  0.353
N2 4.29944 4.98744 -1.49161  -0.899
C4 3.53060 3.88392 -1.49478  0.753
C5 2.79468 3.43195 -0.39065  0.060
C6 2.80893 4.12056 0.83347  -0.437
C7 2.06550 3.64375 1.91160  -1.468
C8 1.31114 2.48196 1.76381  0.031
N3 1.30197 1.82096 0.57725  -0.014
C9 2.01562 2.24888 -0.51266  -0.172
C10 1.99759 1.54182 -1.76032  -0.194
N4 1.26540 0.39588 -1.93735  -0.155
C11 1.24045 -0.28225 -3.11397  -0.258
C12 1.97684 0.17866 -4.20301  -1.012
C13 2.73771 1.33924 -4.07454  -0.445
C14 2.75898 2.03542 -2.85490  0.275
C15 3.51324 3.20566 -2.69156  0.765
N5 4.26807 3.76057 -3.65658  -0.899
H7 3.39205 5.02464 0.95876  0.558
H8 2.07407 4.17170 2.85650  0.478
H9 0.73054 2.10323 2.59432  0.743
H10 0.64650 -1.18204 -3.20304  0.692
H11 1.95799 -0.36055 -5.14129  0.490
H12 3.30669 1.68917 -4.92713  0.538
O3 -0.87871 -2.12125 -2.24611  -0.508
B1 -0.67288 -1.79081 -0.85394  0.459
O4 -1.21690 -2.84303 -0.02529  -0.319
C16 -1.70559 -3.72390 -0.90934  0.462
C17 -2.34324 -4.93024 -0.62383  -0.970
C18 -2.78587 -5.71682 -1.70200  -0.598
C19 -2.58352 -5.28514 -3.03029  -0.554
C20 -1.93725 -4.06367 -3.28999  -1.205
C21 -1.50860 -3.30351 -2.20307  0.833
H13 -2.49334 -5.25183 0.39843  0.492
H14 -3.28428 -6.65838 -1.51193  0.406
H15 -2.92763 -5.89731 -3.85368  0.407
H16 -1.77711 -3.72330 -4.30465  0.493
N6 -5.72534 0.99287 3.70178  -0.296
C22 -4.66220 1.81991 3.47404  0.274
O5 -4.64738 2.94380 3.96296  -0.614
C23 -3.53772 1.33027 2.62975  1.059
C24 -3.50800 0.06088 2.05163  -1.279
C25 -2.40518 -0.27952 1.28538  -0.526
N7 -1.35839 0.54232 1.06458  -0.144
C26 -1.41018 1.76424 1.63406  -0.731
C27 -2.46451 2.19931 2.41513  -0.957
H17 -6.46866 1.36364 4.28071  0.256
H18 -5.83127 0.05690 3.34680  0.138
H19 -4.30122 -0.66285 2.17434  0.318
H20 -2.33110 -1.25524 0.81244  0.589
H21 -0.55473 2.40522 1.44004  1.283
H22 -2.44912 3.19529 2.84711  0.556
H23 -0.76101 1.10153 -1.10173  -0.248

Cartesian forces (eV/Å) of the 6 atoms listed first:
Pb -4.2 -3.2 -3.6
N -6.4 1.1 5.7
C 0.3 -0.8 0.8
C 0.3 -0.2 0.1
C 4.4 -2.5 1.7
O -3.3 1.2 -0.5



E in a.u., matching the order above: -4488.89875 -6381.82803 -1705.15363 -4420.91010
Strongest force on any atom in hartree/bohr, matching the order above: 0.0532 0.0184 0.0739 0.1687